Density functional theory data (wB97M-V/def2-TZVPD) for 6 unconnected molecules or ions with the total composition C41H82BrO25P5.

CARTESIAN COORDINATES (ANGSTROEM)
C  -1.3017  0.0994  -0.8326
C  -0.8103  -0.1347  0.2799
C  -0.4105  -0.5215  1.7313
C  1.0640  0.0280  2.0703
C  2.0295  -1.2216  2.3103
O  1.5808  -1.9963  3.4559
C  2.0578  -1.4123  4.6744
C  0.9679  -1.5522  5.8232
O  -1.3707  -0.2597  2.7433
C  -2.1322  0.9279  2.5796
C  -1.3203  2.2655  2.4689
C  -1.4837  3.0599  1.1974
C  -0.8059  4.3466  0.9305
C  0.1026  4.9228  1.9552
C  0.3120  4.1303  3.2055
C  -0.3797  2.8247  3.4702
C  -3.1145  0.9703  3.8609
C  -3.9715  2.2809  3.9498
C  -4.4402  3.0418  2.9103
C  -2.2945  0.8904  5.2336
C  -3.3006  0.4014  6.3884
O  -3.0038  1.2486  7.5499
C  -2.4793  0.5027  8.6060
O  -3.2050  -0.2643  9.2193
C  -0.9881  0.6403  9.0938
C  -0.9023  1.9489  10.0193
O  -3.8682  -0.2564  3.8069
C  -5.0190  -0.1796  2.9582
C  -5.2620  -1.6343  2.3284
C  -5.9704  -1.4919  0.9145
C  -5.0404  -0.8842  -0.2096
Br  -7.6123  -0.3654  1.0412
H  -1.8107  0.0787  -1.8234
H  -0.2799  -1.6485  1.7141
H  1.4706  0.6135  1.2057
H  1.0402  0.5793  3.0438
H  2.0930  -1.8923  1.4131
H  3.0793  -0.8945  2.5607
H  2.2630  -0.3093  4.5408
H  3.0148  -1.8702  5.0563
H  0.6197  -0.5247  6.1236
H  1.3431  -2.0584  6.7509
H  0.0766  -2.1280  5.4584
H  -2.8512  0.9095  1.6998
H  -2.1803  2.6446  0.4151
H  -0.9989  4.8644  -0.0486
H  0.6035  5.9155  1.7871
H  1.0090  4.5976  3.9564
H  -0.1930  2.2862  4.4282
H  -4.2246  2.6428  4.9894
H  -4.9432  4.0189  3.1419
H  -4.3013  2.7202  1.8494
H  -1.9562  1.9225  5.5095
H  -1.4765  0.1254  5.2037
H  -4.3691  0.6043  6.1216
H  -3.1092  -0.6835  6.6403
H  -0.3283  0.7730  8.1829
H  -0.6715  -0.2560  9.6979
H  0.1429  2.1314  10.3798
H  -1.3401  2.8151  9.4548
H  -1.5949  1.7491  10.8926
H  -4.9230  0.5161  2.0834
H  -5.9094  0.1421  3.5611
H  -5.8888  -2.2369  3.0426
H  -4.2406  -2.0873  2.1563
H  -6.2621  -2.5263  0.5600
H  -4.4397  -1.6390  -0.7811
H  -4.3027  -0.1143  0.1774
H  -5.7067  -0.3066  -0.9210
C  5.3101  -5.5688  -3.0895
O  4.1845  -4.7267  -3.2571
P  4.2216  -3.1125  -2.7000
O  5.7447  -3.1495  -2.6058
O  3.6113  -3.5537  -1.2400
C  2.6607  -4.6130  -1.1279
O  4.2142  -1.4881  -2.1787
C  5.2542  -0.6322  -2.6135
H  5.0136  -6.5771  -3.3895
H  6.1301  -5.2543  -3.7337
H  5.6250  -5.5938  -2.0432
H  3.1879  -5.5546  -0.9726
H  2.0286  -4.6783  -2.0123
H  2.0290  -4.4262  -0.2585
H  5.5191  -0.8246  -3.6548
H  6.1290  -0.7532  -1.9746
H  4.9070  0.3997  -2.5269
C  -3.7268  5.4114  -5.3189
O  -3.0421  4.1852  -5.5087
P  -1.6654  3.8163  -4.5725
O  -1.9434  4.8624  -3.5000
O  -0.6539  4.4441  -5.6980
C  -0.9758  4.4256  -7.0899
O  -0.3075  3.1727  -3.7713
C  -0.3262  3.1082  -2.3561
H  -4.4785  5.4938  -6.1078
H  -4.2431  5.4235  -4.3599
H  -3.0397  6.2570  -5.4015
H  -1.5088  5.3406  -7.3496
H  -1.5752  3.5561  -7.3553
H  -0.0464  4.3964  -7.6595
H  -1.3126  2.8249  -1.9856
H  -0.0255  4.0668  -1.9347
H  0.3952  2.3549  -2.0342
C  3.0013  -3.3936  -10.2232
O  2.9449  -2.6913  -8.9923
P  3.9046  -3.1904  -7.6739
O  4.8519  -4.0439  -8.5064
O  2.7083  -4.1414  -7.0813
C  1.3301  -3.8216  -7.2765
O  4.7593  -3.4337  -6.2199
C  6.1739  -3.5127  -6.2655
H  2.2171  -2.9963  -10.8723
H  3.9578  -3.2292  -10.7170
H  2.8163  -4.4597  -10.0709
H  0.9763  -4.2927  -8.1939
H  1.1666  -2.7458  -7.3220
H  0.7591  -4.2270  -6.4404
H  6.5901  -2.7967  -6.9762
H  6.4826  -4.5253  -6.5260
H  6.5605  -3.2819  -5.2698
C  2.1704  -2.5234  -17.8170
O  2.1476  -1.8315  -16.5810
P  3.1440  -2.3400  -15.2891
O  4.0252  -3.1658  -16.2207
O  1.9490  -3.3038  -14.7129
C  0.5724  -2.9393  -14.8254
O  4.0819  -2.8156  -13.9387
C  5.4797  -2.9628  -14.1105
H  1.3666  -2.1170  -18.4362
H  3.1124  -2.3574  -18.3378
H  1.9911  -3.5910  -17.6681
H  0.1687  -3.3356  -15.7574
H  0.4351  -1.8596  -14.7883
H  0.0263  -3.3897  -13.9959
H  5.8860  -2.1830  -14.7568
H  5.7036  -3.9472  -14.5214
H  5.9545  -2.8854  -13.1301
C  0.3340  3.5950  15.7740
O  -0.5462  2.5155  16.0302
P  -2.1090  2.4938  15.3392
O  -1.7325  3.5592  14.3139
O  -2.7394  3.2294  16.6611
C  -2.2288  2.9815  17.9720
O  -3.6827  2.3995  14.6893
C  -3.8320  2.5494  13.2823
H  1.2072  3.4677  16.4191
H  0.6753  3.5809  14.7397
H  -0.1413  4.5493  16.0137
H  -1.4408  3.7014  18.1948
H  -1.8469  1.9667  18.0725
H  -3.0366  3.1236  18.6904
H  -3.0292  2.0466  12.7414
H  -3.8598  3.6066  13.0187
H  -4.7829  2.1022  12.9859

Net charge ... 0
Structure (SMILES) ... C#C[C@@H](CCOCC)O[C@H](c1ccccc1)[C@](C=C)(CCOC(=O)CC)OCC[C@H](C)Br.COP(=O)(OC)OC.COP(=O)(OC)OC.COP(=O)(OC)OC.COP(=O)(OC)OC.COP(=O)(OC)OC
M ... 1209.86 g mol⁻¹
E ... -7772.5435 hartree

Atom charges from the Löwdin analysis, given in e for atoms 1 to 99: C 0.084; C -0.039; C -0.278; C -0.075; C -0.189; O -0.181; C -0.262; C -0.069; O -0.064; C -0.219; C -0.117; C -0.032; C -0.069; C -0.069; C -0.059; C -0.024; C -0.364; C -0.077; C 0.038; C -0.063; C -0.114; O -0.065; C -0.453; O 0.092; C -0.130; C -0.083; O -0.115; C -0.230; C -0.176; C -0.692; C -0.160; Br 0.639; H 0.060; H 0.156; H 0.124; H 0.095; H 0.124; H 0.125; H 0.110; H 0.121; H 0.050; H 0.072; H 0.084; H 0.125; H 0.094; H 0.092; H 0.096; H 0.092; H 0.091; H 0.125; H 0.078; H 0.066; H 0.114; H 0.106; H 0.130; H 0.142; H 0.103; H 0.121; H 0.077; H 0.083; H 0.067; H 0.079; H 0.122; H 0.116; H 0.129; H 0.096; H 0.080; H 0.058; H 0.058; C -0.132; O -0.332; P 0.747; O -0.302; O -0.239; C -0.108; O -0.262; C -0.141; H 0.094; H 0.074; H 0.094; H 0.089; H 0.086; H 0.084; H 0.082; H 0.091; H 0.085; C -0.135; O -0.329; P 0.719; O -0.292; O -0.236; C -0.110; O -0.251; C -0.156; H 0.091; H 0.084; H 0.092; H 0.087; H 0.084